# 1
DFT (wB97M-V/def2-TZVPD) results for a molecular structure, C42H58BInN7O5S3 in a non-equilibrium geometry.

The geometry in ORCA input format:
```
! RIJCOSX wB97M-V def2-TZVPD def2/J DEFGRID3
* xyz -1 1
In 2.73721 -17.43094 6.63465
C -0.49165 -21.39513 6.67162
C 0.93915 -20.91830 6.28463
C 1.75310 -22.02516 5.62670
C 1.61346 -20.44517 7.51460
C 1.53506 -21.20602 8.68825
C 2.42725 -20.58202 9.51137
C 2.70035 -20.90322 10.93991
C 2.41150 -22.41256 11.09331
C 1.83253 -20.14431 11.98944
N 3.06337 -19.57592 8.83500
N 2.57082 -19.55817 7.56254
B 4.27606 -18.69715 9.10158
N 3.91798 -17.26287 9.43487
N 3.11114 -16.51659 8.58714
C 3.13161 -15.28012 8.95917
C 4.05207 -15.14897 10.09478
C 4.48237 -16.43386 10.39039
C 5.54483 -16.95573 11.31385
C 5.81464 -15.99533 12.54624
C 6.91633 -17.14287 10.56513
C 2.25565 -14.21570 8.37244
C 3.05469 -13.06846 7.76206
C 1.31014 -13.80097 9.46617
N 5.23759 -18.67554 7.78350
N 4.98111 -17.75770 6.83095
C 5.90569 -17.83113 5.92612
C 6.82925 -18.77067 6.23018
C 6.36523 -19.41933 7.39674
C 6.98106 -20.59062 8.23470
C 5.90381 -21.50213 8.87123
C 7.93773 -20.24539 9.31911
C 5.87435 -16.84365 4.75820
C 6.29097 -17.35731 3.41326
C 6.64812 -15.50138 5.13074
H -1.13400 -21.34875 5.77589
H -0.90924 -20.67027 7.34469
H -0.47137 -22.37059 7.06491
H 0.93734 -20.04537 5.59664
H 1.66558 -22.93782 6.14542
H 2.82536 -21.85514 5.49280
H 1.45054 -22.21951 4.56094
H 0.93547 -22.04189 8.96974
H 3.72312 -20.60924 11.17861
H 1.36808 -22.59627 10.86191
H 2.43180 -22.69608 12.12661
H 2.97928 -23.10876 10.53041
H 0.80884 -20.43891 11.92310
H 1.81999 -19.08076 11.90669
H 2.16172 -20.39431 13.01061
H 4.89775 -19.16497 10.01181
H 4.44050 -14.22651 10.45229
H 5.21700 -17.82669 11.85033
H 6.17181 -15.01639 12.21061
H 6.55017 -16.43088 13.18843
H 4.89597 -15.82874 13.16297
H 7.19935 -16.13946 10.26159
H 6.75860 -17.81081 9.69135
H 7.69525 -17.49187 11.16861
H 1.66187 -14.58280 7.54062
H 3.81814 -12.61857 8.37997
H 2.42135 -12.27199 7.31486
H 3.47345 -13.51949 6.87584
H 1.88061 -13.37449 10.29003
H 0.77887 -14.69322 9.80470
H 0.55120 -13.06232 9.11039
H 7.73334 -19.00858 5.67370
H 7.51659 -21.17225 7.44164
H 5.30775 -21.06672 9.70770
H 6.44651 -22.35512 9.32503
H 5.13597 -21.88651 8.18838
H 7.41229 -20.16965 10.25627
H 8.46737 -19.27914 9.16666
H 8.61807 -21.08209 9.38713
H 4.82926 -16.57685 4.64759
H 7.33153 -17.67091 3.34583
H 6.03364 -16.66048 2.54969
H 5.76380 -18.28341 3.18267
H 7.73129 -15.57475 5.29776
H 6.23597 -14.93867 5.95809
H 6.34107 -14.79295 4.29641
O 3.38973 -21.08229 2.65880
C 3.58236 -20.05887 3.64232
O 4.29941 -20.17821 4.57994
C 2.73782 -18.84553 3.30446
C 2.08919 -18.76219 2.09098
C 1.50606 -17.62133 1.68940
C 1.50034 -16.53589 2.55500
C 2.27479 -16.63702 3.70407
N 2.81894 -17.79024 4.13707
C 2.54425 -15.35263 4.52020
O 2.33353 -14.23309 3.99085
O 3.04276 -15.65666 5.64214
H 3.80920 -21.83314 3.07087
H 2.07570 -19.65088 1.50750
H 0.99024 -17.62315 0.66340
H 1.13418 -15.52493 2.25313
S 0.40099 -16.99816 6.29492
C -0.60458 -17.59197 7.64066
C -0.18794 -17.48921 8.97246
C -0.98437 -17.84136 10.05313
C -2.23558 -18.32115 9.79553
C -2.76674 -18.25682 8.48635
C -1.92408 -17.97925 7.40920
H 0.88372 -17.17362 9.11070
H -0.67148 -17.84224 11.12426
H -2.91033 -18.62500 10.63789
H -3.82506 -18.51036 8.20505
H -2.20378 -18.08796 6.35658
C 2.16387 -18.06780 15.60125
O 2.40465 -17.53417 14.29360
C 1.28607 -16.79186 13.81669
S -0.15544 -16.63158 14.68127
S 1.67095 -16.10470 12.32026
H 3.04194 -18.71772 15.73968
H 1.20696 -18.59555 15.63830
H 2.18032 -17.27322 16.34674
*
```

Calculated values
Frontier orbital gap ... 4.9 eV
Relative energy (zero: lowest compared OMol25 entry of this formula, charge and spin) ... 113.4 kJ/mol
HOMO level ... -3.8 eV

# 2
DFT (wB97M-V/def2-TZVPD) results for a molecular structure, C12H19FeN2S.

The geometry in ORCA input format:
```
! RIJCOSX wB97M-V def2-TZVPD def2/J DEFGRID3
* xyz 2 2
Fe -0.08141 -0.02155 0.49287
C -0.39307 1.00442 -2.04305
C 0.47793 -0.23206 -2.21454
N 1.11613 -0.60483 -0.90403
C 1.32795 -2.07873 -0.74928
C 0.00528 -2.85227 -0.71403
S -1.30128 -2.04777 0.30775
C -2.41082 -1.30570 -0.96945
C -2.52782 0.20483 -0.86865
N -1.20765 0.91436 -0.78236
H -1.04237 1.14262 -2.90877
H 0.22496 1.89747 -1.94663
H 1.24613 -0.05675 -2.96756
H -0.11219 -1.07907 -2.55003
H 2.02807 -0.15482 -0.84603
H 1.86905 -2.21234 0.18830
H 1.96282 -2.44994 -1.55688
H 0.17711 -3.83610 -0.28006
H -0.41524 -3.01904 -1.70346
H -3.39845 -1.74155 -0.82391
H -2.06204 -1.63289 -1.94594
H -3.06651 0.47193 0.04193
H -3.09618 0.59772 -1.71477
H -1.40741 1.86672 -0.48417
C 2.02857 2.12972 3.72820
C 2.50647 2.56101 2.48434
C 1.93292 2.09560 1.31716
C 0.88388 1.18873 1.43189
C 0.39735 0.74929 2.65685
C 0.97899 1.23473 3.82833
H 2.49336 2.49843 4.63265
H 3.33152 3.25906 2.44451
H 2.28741 2.43784 0.35282
H -0.43507 0.03460 2.73040
H 0.61425 0.91904 4.79557
*
```

Calculated values
Frontier orbital gap (spin up / spin down) ... 7.9 / 8.4 eV
Relative energy (zero: lowest compared OMol25 entry of this formula, charge and spin) ... 0.0 kJ/mol
Expectation value of S² ... 0.87
HOMO level (spin up / spin down) ... -16.2 / -16.3 eV

# 3
DFT (wB97M-V/def2-TZVPD) results for 15 unconnected molecules or ions with the total composition C24H36BCl42NOS2.

The geometry in ORCA input format:
```
! RIJCOSX wB97M-V def2-TZVPD def2/J DEFGRID3
* xyz 0 1
C 1.22514 1.83105 0.75927
C 1.20915 2.47926 -0.57490
O 1.57753 3.61906 -0.76356
N 0.82301 1.64528 -1.67333
C 1.72500 1.84033 -2.81308
C -0.57802 1.89752 -2.07199
C -1.61519 1.48288 -1.04215
C -1.61841 0.00018 -0.65681
C -1.49607 -0.94467 -1.85131
B -0.10813 -1.54366 -2.22957
S 1.20765 -1.81368 -0.92100
C 0.16285 -1.97089 -3.70138
C 0.98285 -3.22983 -4.00059
C 0.55624 -4.42455 -3.14887
S 0.61684 -6.02238 -4.00026
H 0.35164 1.20394 0.92202
H 2.09374 1.16556 0.77424
H 1.32499 2.57430 1.54613
H 2.72639 1.49649 -2.54863
H 1.36532 1.23826 -3.64679
H 1.78524 2.88354 -3.13979
H -0.70900 2.96016 -2.31908
H -0.73261 1.34590 -3.00059
H -2.58903 1.73610 -1.47272
H -1.51342 2.09194 -0.13844
H -2.56539 -0.17977 -0.14246
H -0.84034 -0.22710 0.07387
H -2.16236 -1.81366 -1.73838
H -1.86940 -0.44784 -2.75580
H 1.88348 -0.72524 -1.28933
H -0.78096 -2.01599 -4.25223
H 0.69614 -1.09088 -4.10444
H 0.84938 -3.48704 -5.05414
H 2.04918 -3.04354 -3.85772
H -0.48422 -4.32107 -2.84361
H 1.16087 -4.49538 -2.24639
H 1.80808 -5.83678 -4.56545
C -0.71357 3.07814 4.24102
Cl 0.92514 3.68972 4.47628
Cl -1.38872 3.66045 2.71538
Cl -0.74552 1.31926 4.29149
H -1.32291 3.45720 5.05108
C -2.35435 -2.41272 3.69536
Cl -0.68558 -1.88928 3.90989
Cl -3.03326 -1.71734 2.22256
Cl -2.47090 -4.16949 3.69121
H -2.93449 -2.04016 4.52926
C -3.52156 -3.77443 -4.78114
Cl -3.15576 -4.65347 -3.29755
Cl -3.79326 -2.06487 -4.43577
Cl -2.23439 -3.98117 -5.96619
H -4.43038 -4.19102 -5.19532
C -3.71805 -8.53262 -4.40091
Cl -4.23495 -7.95230 -2.82170
Cl -4.40567 -10.11507 -4.75388
Cl -4.12977 -7.37514 -5.67189
H -2.64025 -8.63008 -4.38399
C -2.44803 4.74600 7.85861
Cl -0.97881 5.30917 7.05905
Cl -3.84225 5.70178 7.36901
Cl -2.70683 3.02986 7.53109
H -2.31768 4.86310 8.92574
C 2.60385 -1.86860 6.45655
Cl 2.42189 -0.87904 5.01021
Cl 3.38706 -0.93897 7.74228
Cl 1.05712 -2.51444 6.99064
H 3.25226 -2.70089 6.21782
C 0.42462 6.59833 -0.60778
Cl 1.23410 7.07831 0.87678
Cl -1.30271 6.32628 -0.32098
Cl 0.66240 7.79319 -1.88677
H 0.85138 5.66099 -0.92794
C 0.49072 -0.21079 9.99420
Cl 0.56291 0.58047 11.56757
Cl -0.55326 -1.62843 10.04222
Cl -0.03314 0.91065 8.73732
H 1.48732 -0.54634 9.73924
C 3.25402 -6.95555 -7.91891
Cl 3.79679 -6.16995 -9.39814
Cl 3.98850 -6.21095 -6.49854
Cl 1.49634 -6.93622 -7.79249
H 3.57558 -7.98842 -7.95109
C -2.33407 6.01874 -3.88916
Cl -2.74479 4.29896 -3.95273
Cl -1.01582 6.37458 -5.00587
Cl -3.74031 7.02007 -4.21794
H -1.99126 6.24013 -2.88693
C 2.76797 6.96522 -4.83133
Cl 3.25268 8.55312 -4.24523
Cl 1.89747 7.09469 -6.36009
Cl 4.15478 5.88868 -4.97931
H 2.08766 6.53865 -4.10370
C -2.88921 4.51585 12.21932
Cl -3.87832 5.47264 11.11153
Cl -3.84597 3.26050 12.99476
Cl -1.50286 3.82050 11.37866
H -2.51654 5.17988 12.98769
C 4.44882 4.12798 0.55337
Cl 3.99551 3.49632 2.13657
Cl 5.12612 5.74754 0.68414
Cl 5.56553 3.03259 -0.26448
H 3.54317 4.18619 -0.03836
C 2.28407 -9.62490 -3.28674
Cl 3.92585 -9.54512 -2.65099
Cl 2.22858 -9.08144 -4.96100
Cl 1.61881 -11.24877 -3.12312
H 1.66797 -8.94556 -2.71064
*
```

Calculated values
Frontier orbital gap ... 9.0 eV
Relative energy (zero: lowest compared OMol25 entry of this formula, charge and spin) ... 0.0 kJ/mol
HOMO level ... -8.9 eV

# 4
DFT (wB97M-V/def2-TZVPD) results for C3H6FNO in the gas phase in a non-equilibrium geometry.

The geometry in ORCA input format:
```
! RIJCOSX wB97M-V def2-TZVPD def2/J DEFGRID3
* xyz 0 1
C -1.50733 1.67934 1.63448
C 0.31054 -0.18542 -0.55541
C 0.68031 -1.37283 -1.22982
H -1.27069 2.59284 2.07583
H -2.64884 1.84463 1.37698
H -1.18885 0.88579 2.47647
H 1.25238 0.33318 -0.32458
H 0.84843 -1.09918 -2.30757
H -0.03135 -2.28390 -1.30958
N -0.79967 0.16917 -0.05378
O -0.60620 1.34139 0.58649
F 1.84278 -1.65725 -0.59983
*
```

Calculated values
SMILES ... CO/N=C/CF
Frontier orbital gap ... 10.6 eV
Relative energy (zero: lowest compared OMol25 entry of this formula, charge and spin) ... 395.0 kJ/mol
HOMO level ... -9.5 eV

# 5
DFT (wB97M-V/def2-TZVPD) results for a molecular structure, C3H2FLaO2 in a non-equilibrium geometry.

The geometry in ORCA input format:
```
! RIJCOSX wB97M-V def2-TZVPD def2/J DEFGRID3
* xyz 2 1
O -1.39212 -1.24903 -0.94348
C -0.84932 -0.80900 0.05491
O -1.27190 -0.91634 1.26574
C 0.88951 0.54090 -1.23449
C 0.33167 0.11590 -0.11522
H 0.33753 0.40866 -2.16337
H 1.78743 1.15719 -1.23289
F 0.66676 0.74666 1.09568
La -0.49956 0.00508 3.27312
*
```

Calculated values
Frontier orbital gap ... 6.2 eV
Relative energy (zero: lowest compared OMol25 entry of this formula, charge and spin) ... 54.4 kJ/mol
HOMO level ... -17.6 eV

# 6
DFT (wB97M-V/def2-TZVPD) results for C6H5N3O3 in the gas phase in a non-equilibrium geometry.

The geometry in ORCA input format:
```
! RIJCOSX wB97M-V def2-TZVPD def2/J DEFGRID3
* xyz 0 1
C -0.87563 -0.65296 2.25129
C 0.09213 0.37954 2.09712
C -1.47562 -1.10229 1.06357
C 0.62848 0.70892 0.86781
C -0.94888 -0.85955 -0.16639
C 0.13839 -0.03718 -0.16815
N 2.04546 -0.11745 -2.08182
N 0.88595 0.37019 -1.60507
N 0.07629 1.02545 -2.42909
O 2.76174 -0.62008 -1.29836
O -0.96144 1.40345 -1.95111
O 0.46927 1.16297 -3.57893
H -1.15537 -0.99912 3.29496
H 0.47526 0.80938 3.02275
H -2.29817 -1.71168 1.21815
H 1.34528 1.46669 0.59759
H -1.20315 -1.22629 -1.13433
*
```

Calculated values
SMILES ... O=NN(c1ccccc1)[N+](=O)[O-]
Frontier orbital gap ... 9.5 eV
Relative energy (zero: lowest compared OMol25 entry of this formula, charge and spin) ... 701.9 kJ/mol
HOMO level ... -10.1 eV